# 1
{"formula": "C23H32N4O2S", "method": "wB97M-V/def2-TZVPD", "de_lowest_kj_mol": 20.0, "total_charge": 0, "fmax_ev_per_a": 1.251, "orbital_gap_ev": 8.234, "e_lumo_ev": 0.11, "total_energy_ha": -1663.3680, "symbols": ["C", "C", "C", "C", "N", "C", "C", "S", "C", "N", "C", "C", "C", "C", "C", "O", "C", "C", "C", "C", "C", "O", "N", "C", "C", "N", "C", "C", "C", "C", "H", "H", "H", "H", "H", "H", "H", "H", "H", "H", "H", "H", "H", "H", "H", "H", "H", "H", "H", "H", "H", "H", "H", "H", "H", "H", "H", "H", "H", "H", "H", "H"], "coordinates": [[1.47, 0.58, -5.07], [1.57, 0.82, -3.57], [0.20, 0.71, -2.90], [0.30, 0.96, -1.42], [0.42, -0.10, -0.69], [0.57, 0.05, 0.64], [0.60, 1.30, 1.24], [0.82, 1.25, 2.96], [0.88, -0.50, 2.90], [1.05, -1.24, 3.97], [1.08, -2.56, 3.81], [0.95, -3.18, 2.55], [0.77, -2.39, 1.43], [0.73, -1.00, 1.59], [1.05, -4.67, 2.43], [1.08, -5.36, 3.66], [1.87, -4.76, 4.68], [3.33, -4.60, 4.26], [1.77, -5.71, 5.87], [1.26, -3.39, 5.03], [0.47, 2.49, 0.46], [0.50, 3.63, 0.87], [0.30, 2.23, -0.92], [0.15, 3.43, -1.73], [-1.24, 4.09, -1.58], [-2.33, 3.53, -2.33], [-2.27, 3.65, -3.77], [-3.63, 4.01, -4.35], [-2.96, 2.34, -1.80], [-4.18, 2.70, -0.96], [1.05, -0.40, -5.28], [2.45, 0.64, -5.54], [0.83, 1.33, -5.54], [2.23, 0.07, -3.13], [2.01, 1.80, -3.39], [-0.18, -0.30, -3.02], [-0.51, 1.40, -3.37], [0.67, -2.82, 0.44], [1.95, -4.92, 1.84], [0.18, -5.07, 1.90], [3.93, -4.34, 5.12], [3.44, -3.82, 3.51], [3.70, -5.54, 3.85], [0.72, -5.91, 6.10], [2.25, -6.66, 5.63], [2.25, -5.28, 6.74], [0.28, -3.55, 5.49], [1.88, -2.86, 5.75], [0.89, 4.14, -1.35], [0.36, 3.21, -2.77], [-1.13, 5.14, -1.88], [-1.52, 4.09, -0.52], [-1.56, 4.45, -4.02], [-1.91, 2.73, -4.26], [-3.55, 4.17, -5.43], [-4.00, 4.93, -3.89], [-4.35, 3.22, -4.17], [-3.26, 1.69, -2.63], [-2.26, 1.77, -1.18], [-4.90, 3.24, -1.56], [-4.65, 1.79, -0.58], [-3.89, 3.32, -0.12]]}



# 2
{"formula": "C12H14N2O4", "method": "wB97M-V/def2-TZVPD", "de_lowest_kj_mol": 17.4, "total_charge": 0, "fmax_ev_per_a": 1.893, "orbital_gap_ev": 9.925, "e_lumo_ev": 0.50, "total_energy_ha": -876.1524, "symbols": ["N", "C", "O", "C", "O", "O", "C", "C", "C", "C", "O", "N", "C", "C", "C", "C", "C", "C", "H", "H", "H", "H", "H", "H", "H", "H", "H", "H", "H", "H", "H", "H"], "coordinates": [[0.25, -2.03, -1.53], [0.08, -1.07, -2.58], [1.26, -0.37, -2.92], [0.90, 0.89, -3.28], [1.64, 1.80, -3.40], [-0.45, 0.91, -3.46], [-0.92, 0.09, -2.37], [-0.68, 0.78, -1.02], [-1.79, 0.43, -0.03], [-2.01, 1.45, 1.07], [-2.87, 2.28, 0.97], [-1.21, 1.42, 2.26], [-0.05, 0.56, 2.21], [1.11, 1.06, 1.64], [2.23, 0.25, 1.54], [2.20, -1.06, 2.02], [1.05, -1.55, 2.62], [-0.08, -0.74, 2.72], [1.17, -1.99, -1.10], [-0.48, -1.98, -0.83], [-0.27, -1.61, -3.46], [-1.96, -0.14, -2.55], [0.28, 0.41, -0.66], [-0.60, 1.85, -1.16], [-1.64, -0.55, 0.41], [-2.73, 0.40, -0.57], [-1.84, 1.13, 3.00], [1.15, 2.07, 1.26], [3.13, 0.63, 1.08], [3.07, -1.69, 1.93], [1.03, -2.56, 3.00], [-0.98, -1.10, 3.19]]}



# 3
{"formula": "C35H37NO3P2Pt", "method": "wB97M-V/def2-TZVPD", "de_lowest_kj_mol": 45.1, "total_charge": 2, "fmax_ev_per_a": 3.870, "orbital_gap_ev": [8.272, 5.693], "e_lumo_ev": [-5.50, -8.35], "multiplicity": 5, "total_energy_ha": -2437.2730, "symbols": ["Pt", "C", "C", "C", "C", "C", "C", "C", "C", "C", "H", "H", "H", "H", "H", "H", "H", "H", "H", "H", "H", "H", "H", "H", "H", "P", "P", "C", "C", "C", "C", "C", "C", "C", "C", "C", "C", "C", "C", "C", "C", "C", "C", "C", "C", "C", "C", "C", "C", "C", "C", "C", "C", "H", "H", "H", "H", "H", "H", "H", "H", "H", "H", "H", "H", "H", "H", "H", "H", "H", "H", "H", "H", "H", "H", "O", "N", "O", "O"], "coordinates": [[-0.25, -3.23, -2.94], [1.56, -0.62, -0.28], [2.20, -1.77, -0.65], [2.36, -3.04, 0.13], [1.29, -4.17, 0.07], [-0.10, -3.64, -0.22], [-0.73, -2.68, 0.53], [-0.07, -1.74, 1.49], [0.71, -0.49, 0.97], [-1.27, -1.61, -2.22], [1.38, 0.15, -1.06], [2.88, -1.60, -1.52], [2.61, -2.81, 1.18], [3.28, -3.48, -0.30], [1.58, -4.94, -0.68], [1.34, -4.75, 1.03], [-0.76, -4.43, -0.59], [-1.76, -2.48, 0.23], [0.61, -2.26, 2.18], [-0.92, -1.33, 2.08], [-0.05, 0.41, 0.88], [1.41, -0.07, 1.76], [-1.08, -0.73, -1.54], [-2.20, -2.12, -1.87], [-1.38, -1.20, -3.23], [0.96, -5.93, -6.50], [-1.50, -6.77, -5.47], [1.08, -7.49, -5.51], [-0.11, -7.85, -4.95], [2.14, -6.28, -7.90], [3.17, -7.24, -7.80], [3.93, -7.59, -8.93], [3.77, -6.89, -10.15], [2.85, -5.83, -10.20], [2.02, -5.53, -9.10], [1.92, -4.80, -5.51], [1.31, -4.21, -4.39], [2.03, -3.39, -3.60], [3.42, -3.19, -3.72], [4.00, -3.72, -4.88], [3.27, -4.51, -5.74], [-2.28, -8.09, -6.56], [-1.78, -8.58, -7.79], [-2.50, -9.56, -8.52], [-3.70, -10.10, -8.02], [-4.17, -9.65, -6.78], [-3.44, -8.68, -6.06], [-2.55, -6.67, -3.95], [-3.68, -5.83, -3.94], [-4.45, -5.70, -2.79], [-4.12, -6.41, -1.63], [-3.03, -7.27, -1.64], [-2.24, -7.40, -2.78], [2.08, -7.95, -5.34], [-0.32, -8.76, -4.34], [3.40, -7.74, -6.84], [4.64, -8.41, -8.89], [4.37, -7.15, -11.03], [2.74, -5.25, -11.12], [1.28, -4.71, -9.16], [0.22, -4.35, -4.11], [1.67, -2.77, -2.71], [3.95, -2.69, -2.94], [5.04, -3.50, -5.08], [3.74, -4.94, -6.62], [-0.81, -8.24, -8.22], [-2.15, -9.94, -9.49], [-4.29, -10.86, -8.58], [-5.09, -10.03, -6.35], [-3.78, -8.39, -5.05], [-3.93, -5.28, -4.85], [-5.30, -5.02, -2.79], [-4.73, -6.28, -0.72], [-2.79, -7.84, -0.74], [-1.38, -8.07, -2.75], [-0.72, 3.61, 1.87], [-0.26, 2.44, 1.78], [0.85, 2.11, 2.25], [-1.06, 1.52, 1.22]]}



# 4
{"formula": "C4H6N2", "method": "wB97M-V/def2-TZVPD", "de_lowest_kj_mol": 304.5, "total_charge": 0, "fmax_ev_per_a": 6.488, "orbital_gap_ev": [7.228, 7.326], "e_lumo_ev": [0.67, -0.77], "multiplicity": 3, "total_energy_ha": -265.2544, "symbols": ["C", "C", "C", "C", "N", "N", "H", "H", "H", "H", "H", "H"], "coordinates": [[-0.26, 0.26, -1.36], [-0.18, -0.74, -0.47], [0.21, -1.30, 1.73], [-0.23, 1.65, -0.99], [0.49, 0.86, 1.12], [0.13, -0.33, 0.85], [-0.10, 0.13, -2.34], [-0.11, -1.82, -0.63], [0.44, -0.84, 2.75], [0.14, -2.26, 1.51], [0.53, 2.17, -1.47], [-1.07, 2.24, -0.71]]}



# 5
{"formula": "C3H3NO", "method": "wB97M-V/def2-TZVPD", "de_lowest_kj_mol": 65.8, "total_charge": 0, "fmax_ev_per_a": 3.249, "orbital_gap_ev": 10.841, "e_lumo_ev": 1.07, "total_energy_ha": -246.0665, "symbols": ["C", "C", "O", "C", "N", "H", "H", "H"], "coordinates": [[-0.82, -0.64, -0.04], [-0.86, 0.70, 0.02], [0.64, 1.15, 0.07], [1.25, -0.03, 0.02], [0.50, -1.07, -0.04], [-1.52, -1.49, -0.10], [-1.51, 1.57, 0.05], [2.32, -0.20, 0.03]]}



# 6
{"formula": "C3H12N2O2", "method": "wB97M-V/def2-TZVPD", "de_lowest_kj_mol": 181.3, "total_charge": 0, "fmax_ev_per_a": 2.294, "orbital_gap_ev": 9.219, "e_lumo_ev": 0.77, "total_energy_ha": -381.4458, "symbols": ["N", "C", "N", "C", "C", "O", "H", "H", "H", "H", "H", "H", "H", "H", "H", "H", "O", "H", "H"], "coordinates": [[-0.86, 1.76, 1.24], [-0.03, 0.64, 1.69], [1.33, 0.61, 1.14], [1.91, -0.53, 0.49], [1.51, -0.75, -0.96], [0.21, -1.24, -1.10], [-0.88, 1.73, 0.22], [-0.23, 2.58, 1.23], [-0.47, -0.23, 1.20], [-0.10, 0.47, 2.76], [1.86, 1.42, 1.38], [1.58, -1.45, 1.00], [2.97, -0.47, 0.67], [2.26, -1.40, -1.40], [1.62, 0.22, -1.45], [-0.40, -0.54, -0.83], [-3.28, -0.42, -1.87], [-3.78, 0.07, -2.53], [-2.73, -1.05, -2.36]]}



# 7
{"formula": "C12H37O10", "method": "wB97M-V/def2-TZVPD", "de_lowest_kj_mol": 0.0, "total_charge": -1, "fmax_ev_per_a": 10.690, "orbital_gap_ev": 9.220, "e_lumo_ev": 2.91, "total_energy_ha": -1231.5484, "symbols": ["C", "O", "O", "O", "H", "C", "O", "H", "H", "H", "H", "C", "O", "H", "H", "H", "H", "C", "O", "H", "H", "H", "H", "C", "O", "H", "H", "H", "H", "C", "O", "H", "H", "H", "H", "C", "C", "C", "O", "H", "H", "H", "H", "H", "H", "H", "H", "C", "C", "C", "O", "H", "H", "H", "H", "H", "H", "H", "H"], "coordinates": [[0.11, 0.35, -0.01], [0.09, 0.50, -1.29], [0.92, 0.99, 0.79], [-0.73, -0.45, 0.43], [1.57, 1.53, 0.37], [1.02, -2.98, 2.69], [1.10, -1.56, 2.65], [0.12, -3.37, 1.97], [1.26, -3.20, 3.69], [1.76, -3.08, 2.18], [0.63, -1.05, 2.05], [-2.68, -0.97, -2.86], [-2.05, 0.23, -3.14], [-2.24, -1.46, -2.18], [-2.87, -1.51, -3.82], [-3.62, -0.94, -2.43], [-1.62, 0.52, -2.28], [0.73, 4.31, 0.73], [1.91, 4.58, 0.05], [-0.22, 4.57, 0.25], [0.79, 4.64, 1.62], [0.90, 3.25, 0.95], [1.86, 4.00, -0.73], [1.46, -2.58, -1.21], [1.54, -1.57, -2.13], [0.81, -2.81, -0.41], [2.44, -2.45, -0.56], [1.65, -3.42, -1.86], [1.09, -0.80, -1.72], [-0.95, 0.77, 3.82], [-1.73, 0.90, 2.70], [-0.85, -0.20, 4.18], [-1.08, 1.45, 4.64], [-0.04, 1.05, 3.62], [-1.10, 0.68, 1.96], [3.24, 3.66, -3.49], [2.89, 2.37, -2.72], [4.01, 1.98, -1.72], [1.63, 2.55, -2.02], [2.58, 4.23, -4.13], [4.08, 3.53, -4.34], [3.70, 4.52, -2.96], [2.81, 1.47, -3.33], [4.10, 2.76, -1.10], [5.01, 1.67, -2.38], [3.71, 1.17, -1.25], [1.27, 1.78, -2.43], [-4.17, -1.91, 0.77], [-2.98, -2.56, 1.50], [-3.51, -3.82, 2.25], [-1.89, -2.69, 0.68], [-4.71, -2.43, 0.15], [-3.94, -1.15, 0.15], [-4.93, -1.58, 1.60], [-2.75, -1.74, 2.38], [-4.24, -3.54, 2.87], [-2.62, -3.98, 2.81], [-3.76, -4.47, 1.57], [-1.51, -1.74, 0.40]]}



# 8
{"formula": "C8H13BrO7Pd", "method": "wB97M-V/def2-TZVPD", "total_charge": 1, "fmax_ev_per_a": 5.156, "orbital_gap_ev": [7.550, 3.716], "e_lumo_ev": [-5.58, -9.41], "multiplicity": 4, "total_energy_ha": -3540.7137, "symbols": ["Pd", "Br", "C", "C", "O", "H", "H", "H", "H", "H", "C", "C", "O", "C", "O", "O", "H", "H", "H", "H", "C", "C", "O", "C", "O", "O", "H", "H", "H", "H"], "coordinates": [[-1.86, 3.14, 0.79], [-0.78, 0.85, 1.00], [0.95, 4.19, 2.30], [1.14, 4.48, 0.91], [0.12, 4.21, 0.05], [0.46, 5.05, 2.74], [1.97, 4.16, 2.69], [0.42, 3.23, 2.30], [2.03, 3.96, 0.55], [1.39, 5.53, 0.97], [-1.35, -1.00, -2.18], [-0.04, -0.28, -2.43], [0.57, -1.03, -3.51], [-0.35, -1.83, -4.10], [-0.21, -2.64, -5.03], [-1.52, -1.81, -3.29], [-2.12, -0.25, -2.03], [-1.22, -1.47, -1.21], [0.46, -0.17, -1.47], [-0.39, 0.71, -2.72], [-0.16, -2.54, 2.30], [0.78, -2.35, 1.08], [0.17, -3.00, -0.01], [-0.77, -3.93, 0.55], [-1.14, -4.88, -0.12], [-0.91, -3.69, 1.86], [-0.83, -1.74, 2.61], [0.47, -2.73, 3.17], [1.73, -2.84, 1.30], [0.98, -1.30, 0.92]]}



# 9
{"formula": "C22H25As2NO2S2Tc", "method": "wB97M-V/def2-TZVPD", "de_lowest_kj_mol": 146.8, "total_charge": 2, "fmax_ev_per_a": 3.069, "orbital_gap_ev": [7.693, 6.862], "e_lumo_ev": [-7.41, -8.35], "multiplicity": 2, "total_energy_ha": -6406.7197, "symbols": ["Tc", "C", "C", "C", "C", "C", "H", "H", "H", "H", "H", "C", "As", "C", "C", "C", "C", "C", "C", "C", "As", "C", "C", "H", "H", "H", "H", "H", "H", "H", "H", "H", "H", "H", "H", "H", "H", "H", "H", "O", "S", "O", "N", "C", "S", "C", "C", "C", "C", "C", "C", "H", "H", "H", "H"], "coordinates": [[0.54, -0.54, 0.09], [0.23, 1.39, 1.23], [1.44, 1.49, 0.49], [2.35, 0.52, 1.00], [1.70, -0.20, 2.02], [0.38, 0.33, 2.16], [-0.63, 2.03, 1.14], [1.66, 2.22, -0.27], [3.37, 0.37, 0.66], [2.13, -1.00, 2.61], [-0.36, 0.01, 2.88], [-0.07, 1.72, -2.92], [0.12, -0.10, -2.34], [1.47, -0.77, -3.52], [-1.51, -1.01, -2.81], [-1.84, -1.31, -4.12], [-3.03, -1.97, -4.40], [-3.89, -2.32, -3.37], [-3.58, -2.00, -2.05], [-2.39, -1.34, -1.78], [-1.97, -0.58, -0.08], [-3.06, -1.14, 1.40], [-2.73, 1.19, -0.31], [-0.48, 1.70, -3.93], [0.91, 2.19, -2.93], [-0.74, 2.28, -2.27], [1.15, -0.58, -4.55], [1.62, -1.84, -3.36], [2.40, -0.24, -3.33], [-1.18, -1.06, -4.95], [-3.28, -2.22, -5.42], [-4.81, -2.84, -3.58], [-4.26, -2.28, -1.26], [-4.09, -1.08, 1.05], [-2.90, -0.40, 2.19], [-2.85, -2.13, 1.78], [-3.76, 1.06, -0.65], [-2.17, 1.74, -1.06], [-2.73, 1.73, 0.63], [-1.86, -3.80, 2.30], [-1.70, -3.88, 0.89], [-2.81, -3.70, 0.01], [-0.51, -2.72, 0.46], [0.49, -3.33, -0.06], [1.81, -2.37, -0.58], [0.48, -4.80, -0.13], [1.43, -5.69, -0.60], [1.13, -7.05, -0.50], [-0.07, -7.49, 0.05], [-1.02, -6.59, 0.52], [-0.72, -5.25, 0.41], [2.37, -5.36, -1.01], [1.85, -7.78, -0.85], [-0.26, -8.55, 0.12], [-1.96, -6.93, 0.95]]}



# 10
{"formula": "C23H33NO3S", "method": "wB97M-V/def2-TZVPD", "total_charge": 0, "fmax_ev_per_a": 0.844, "orbital_gap_ev": 8.363, "e_lumo_ev": -1.22, "total_energy_ha": -1574.8453, "symbols": ["O", "C", "N", "C", "C", "C", "O", "C", "C", "C", "S", "C", "C", "C", "C", "O", "H", "H", "H", "H", "H", "C", "C", "C", "C", "C", "C", "H", "H", "H", "H", "H", "H", "H", "H", "H", "H", "H", "H", "H", "H", "C", "C", "C", "C", "C", "C", "H", "H", "H", "H", "H", "H", "H", "H", "H", "H", "H", "H", "H", "H"], "coordinates": [[4.46, -1.07, -1.33], [4.04, -0.14, -0.79], [3.62, 0.82, -0.16], [2.38, 0.56, 0.52], [2.28, -0.36, 1.48], [0.94, -0.56, 2.12], [0.80, -0.82, 3.29], [-0.22, -0.37, 1.18], [-1.35, -1.15, 1.30], [-2.38, -0.95, 0.39], [-3.83, -1.99, 0.52], [-2.29, 0.03, -0.58], [-1.15, 0.81, -0.69], [-0.10, 0.60, 0.19], [1.17, 1.36, 0.12], [1.24, 2.51, -0.23], [3.10, -0.97, 1.81], [-1.41, -1.91, 2.07], [-3.25, -3.15, 0.17], [-3.10, 0.17, -1.28], [-1.07, 1.56, -1.47], [-3.04, -8.04, 2.62], [-2.40, -7.01, 3.55], [-2.35, -5.61, 2.94], [-1.51, -5.49, 1.67], [-0.05, -5.93, 1.81], [0.74, -5.09, 2.81], [-2.47, -8.17, 1.70], [-3.09, -9.02, 3.11], [-4.06, -7.75, 2.36], [-1.40, -7.34, 3.83], [-2.98, -6.96, 4.47], [-1.96, -4.92, 3.70], [-3.36, -5.28, 2.72], [-1.53, -4.45, 1.34], [-1.98, -6.07, 0.87], [0.43, -5.85, 0.83], [0.01, -6.98, 2.08], [0.72, -4.03, 2.53], [1.78, -5.41, 2.84], [0.33, -5.18, 3.82], [1.78, 8.77, -2.38], [1.42, 7.94, -3.61], [0.23, 7.01, -3.38], [0.44, 5.94, -2.30], [1.63, 5.02, -2.53], [1.53, 4.19, -3.80], [2.08, 8.14, -1.54], [2.61, 9.44, -2.60], [0.93, 9.38, -2.06], [2.29, 7.37, -3.93], [1.18, 8.62, -4.43], [-0.02, 6.52, -4.33], [-0.65, 7.61, -3.12], [-0.47, 5.34, -2.24], [0.54, 6.43, -1.33], [1.71, 4.35, -1.67], [2.56, 5.60, -2.54], [0.62, 3.58, -3.79], [2.39, 3.52, -3.90], [1.50, 4.82, -4.70]]}